This record from the Open Molecules 2025 dataset describes C3H8AuN6O2 as an isolated structure. The level of theory is wB97M-V/def2-TZVPD.

Output
Charge: +1
HOMO-LUMO gap (Eh): 0.4016

Each line ends with the Löwdin charge.
CARTESIAN COORDINATES (ANGSTROEM)
Au -1.1996 0.3383 0.3833  0.864
N -0.0743 4.5020 3.2947  0.164
N -0.0977 3.1822 2.9417  -0.269
N 0.2801 2.2395 3.7819  0.159
C 0.0073 1.1506 3.0841  -0.174
N -0.5028 1.4677 1.8866  -0.218
N -0.5710 2.7972 1.8061  0.101
H 0.6521 4.6591 3.9753  0.116
H -0.0386 5.0864 2.4737  0.116
H 0.1828 0.1457 3.4346  0.122
N -0.7650 -3.8926 -2.2368  0.024
C -0.7430 -2.7607 -1.3269  -0.160
C -1.8969 -1.8307 -1.6478  -0.495
O -2.7487 -2.2514 -2.5222  0.193
O -2.0497 -0.7204 -1.1355  -0.138
H -0.5773 -4.7705 -1.7752  0.101
H -0.1038 -3.7872 -2.9953  0.105
H -2.3845 -3.1194 -2.8258  0.124
H 0.1769 -2.1774 -1.3342  0.127
H -0.9024 -3.0958 -0.3014  0.139